i.
The following is a quantum chemistry calculation of a single C6H8O2 molecule, from the Open Molecules 2025 dataset.

```
16
Properties=species:S:1:pos:R:3:nbo_charge:R:1
C 1.603 1.676 0.080 -0.4811
C 0.720 0.706 -0.293 0.3029
O -0.607 0.975 -0.042 -0.5012
C -1.340 -0.164 -0.052 0.3192
C -2.714 0.066 0.206 -0.6748
C -0.520 -1.237 -0.163 -0.3514
C 0.918 -0.826 -0.469 0.0169
O 1.941 -1.228 0.418 -0.7135
H 2.667 1.498 -0.101 0.2157
H 1.266 2.633 0.282 0.2118
H -2.557 0.505 1.236 0.2504
H -3.344 -0.859 0.007 0.2488
H -3.110 1.004 -0.389 0.2440
H -0.814 -2.356 0.149 0.2296
H 1.288 -1.116 -1.414 0.2056
H 1.934 -0.613 1.371 0.4773
```

Summary:
LUMO energy, eV: 0.863
HOMO level, eV: -8.47

ii.
The following is a quantum chemistry calculation of a single C6H8O2 molecule, from the Open Molecules 2025 dataset.

```
16
Properties=species:S:1:pos:R:3:nbo_charge:R:1
C 2.410 -0.318 0.002 0.1234
C 1.683 0.862 0.007 -0.3015
C 0.182 0.464 -0.215 -0.2892
C -1.264 0.896 0.083 -0.4337
C -1.895 -0.506 -0.022 -0.0984
O -0.832 -1.591 -0.182 -0.5117
C 0.314 -0.961 0.318 0.3759
O 1.556 -1.398 -0.132 -0.4905
H 3.488 -0.374 0.174 0.2183
H 2.180 1.882 -0.379 0.2329
H 0.007 0.182 -1.319 0.1997
H -1.424 1.427 1.135 0.2063
H -1.674 1.661 -0.598 0.2322
H -2.728 -0.762 0.756 0.2052
H -2.401 -0.629 -1.014 0.1998
H 0.398 -0.835 1.386 0.1316
```

Summary:
LUMO energy, eV: 1.075
HOMO level, eV: -8.76

iii.
The following is a quantum chemistry calculation of a molecular structure, C6H8O2, from the Open Molecules 2025 dataset.

```
16
Properties=species:S:1:pos:R:3:nbo_charge:R:1
C -2.108 -0.669 0.005 -0.6711
C -0.840 0.133 0.173 0.2081
C -0.295 1.508 0.689 -0.4354
C 0.748 1.126 -0.307 0.1000
C 1.597 -0.206 0.284 -0.0430
C 0.356 -1.043 0.554 0.0469
H -2.236 -1.917 -0.231 0.2592
H -3.040 -0.163 -0.684 0.2273
H -2.614 -0.912 1.052 0.2335
H -0.711 2.418 0.296 0.2300
H 0.341 1.757 1.584 0.2056
H 1.405 1.911 -0.842 0.2012
H 2.180 -0.393 1.198 0.2046
H 0.434 -1.587 1.386 0.1708
O -0.239 0.519 -1.034 -0.4965
O 1.175 -1.294 -0.485 -0.4413
```

Summary:
LUMO energy, eV: 0.926
HOMO level, eV: -9.31

Relative to the most stable structure, the computed energies are i 0.0; ii 42.6; iii 368.3, all in kJ/mol.